(1)
{
  "formula": "C4H14NOS",
  "method": "ωB97M-V/def2-TZVPD",
  "charge": 1,
  "fmax_ha_per_bohr": 0.032,
  "homo_lumo_gap_ev": 9.77,
  "homo_energy_ev": -12.840,
  "e_above_lowest_ev": 0.2141,
  "species": ["C", "C", "C", "C", "S", "N", "H", "H", "H", "H", "H", "H", "H", "H", "H", "H", "H", "H", "H", "H", "O"],
  "xyz": [[0.6788, 0.2466, -1.9403], [-0.3396, -0.0633, -0.8697], [-0.4656, 1.0288, 0.1791], [-1.4540, 0.7465, 1.2935], [-3.0460, -0.0566, 0.8502], [0.1105, -1.3552, -0.1703], [1.5715, 0.7049, -1.4757], [0.9640, -0.6288, -2.5180], [0.3797, 1.1392, -2.4906], [-1.3244, -0.3251, -1.2492], [-0.5978, 1.9501, -0.3822], [0.5289, 1.1186, 0.6389], [-1.0433, 0.0976, 2.0707], [-1.7361, 1.6548, 1.8137], [-3.6401, 1.0574, 0.4038], [1.0477, -1.2641, 0.2652], [-0.6069, -1.5198, 0.5351], [0.1249, -2.1414, -0.8181], [2.7015, -0.4144, 1.9299], [3.5292, -1.0571, 0.8241], [2.6169, -0.9188, 1.1101]],
  "forces_ev_per_angstrom": [[0.63, 1.28, 0.82], [0.37, -0.52, 0.05], [0.98, -0.57, -0.17], [-0.91, 0.09, 0.29], [0.24, 0.12, -0.01], [-0.47, 0.50, -0.06], [0.03, -0.81, 0.15], [-0.13, 0.29, -0.42], [-0.53, -0.60, -0.71], [-0.01, 0.09, -0.25], [-0.51, 0.19, 0.21], [-0.07, 0.19, -0.02], [0.17, 0.00, -0.12], [0.22, 0.17, 0.07], [-0.04, -0.07, -0.12], [-0.02, 0.12, 0.12], [0.20, -0.46, 0.19], [-0.08, -0.01, 0.01], [-0.08, -0.09, -0.04], [-0.12, -0.08, -0.08], [0.13, 0.16, 0.10]],
  "mulliken_charge": [-1.41, 0.04, -0.39, -1.08, -0.20, -0.18, 0.33, 0.40, 0.40, 0.44, 0.42, 0.24, 0.40, 0.43, 0.17, 0.25, 0.37, 0.40, 0.30, 0.31, -0.65]
}


(2)
{
  "formula": "C4H14NOSi",
  "method": "ωB97M-V/def2-TZVPD",
  "charge": 1,
  "fmax_ha_per_bohr": 0.085,
  "homo_lumo_gap_ev": 11.43,
  "homo_energy_ev": -14.637,
  "e_above_lowest_ev": 0.5008,
  "species": ["C", "O", "Si", "C", "C", "C", "N", "H", "H", "H", "H", "H", "H", "H", "H", "H", "H", "H", "H", "H", "H"],
  "xyz": [[-1.2130, 0.0975, 3.0176], [-0.7356, 0.1100, 1.6892], [0.7009, 0.5748, 1.0777], [0.3084, -0.0768, -0.7030], [1.0355, 0.9831, -1.9906], [0.7492, -1.4923, -0.9727], [-1.1653, 0.0221, -0.9512], [-2.2200, 0.5143, 3.0247], [-0.5762, 0.6844, 3.6741], [-1.2448, -0.9321, 3.3730], [0.8231, 2.0280, 1.0466], [1.8529, -0.1165, 1.6346], [0.7372, 1.9979, -1.7808], [2.1038, 0.8626, -1.9104], [0.6671, 0.6249, -2.9400], [0.3004, -2.1799, -0.2567], [0.4869, -1.8142, -1.9807], [1.8280, -1.5666, -0.8719], [-1.4412, -0.5438, -1.7637], [-1.6336, -0.3177, -0.0951], [-1.4381, 0.9985, -1.0997]],
  "forces_ev_per_angstrom": [[-0.30, -0.10, 0.53], [-0.32, -0.18, -0.25], [-0.37, -0.22, -1.02], [2.31, 2.48, -2.77], [-1.51, -2.24, 2.98], [-0.07, -0.06, 0.22], [-0.22, -0.06, 0.25], [0.06, -0.02, 0.09], [0.02, 0.08, 0.12], [-0.01, 0.05, 0.07], [0.15, 0.28, 0.08], [0.27, -0.11, 0.10], [-0.04, 0.33, -0.05], [0.26, 0.02, -0.05], [-0.07, -0.08, -0.26], [-0.01, -0.19, 0.05], [-0.02, -0.04, -0.11], [0.08, -0.04, 0.01], [-0.01, 0.23, 0.19], [-0.11, 0.11, -0.17], [-0.10, -0.25, -0.02]],
  "mulliken_charge": [-0.72, -0.16, 0.28, 0.41, -1.24, -1.56, -0.24, 0.26, 0.30, 0.29, -0.11, -0.07, 0.44, 0.41, 0.39, 0.44, 0.43, 0.40, 0.36, 0.34, 0.36]
}


(3)
{
  "formula": "C4H14O2S",
  "method": "ωB97M-V/def2-TZVPD",
  "fmax_ha_per_bohr": 0.040,
  "homo_lumo_gap_ev": 9.80,
  "homo_energy_ev": -9.293,
  "e_above_lowest_ev": 1.2024,
  "species": ["C", "C", "C", "C", "S", "H", "H", "H", "H", "H", "H", "H", "H", "H", "H", "O", "H", "H", "O", "H", "H"],
  "xyz": [[-1.7849, -1.6458, -1.1939], [-1.3741, -0.2746, -0.6405], [-0.2485, -0.3015, 0.4582], [-0.4263, 0.9420, 1.4293], [1.1929, 1.6968, 1.8801], [-0.8676, -2.2421, -1.2408], [-2.0889, -1.4635, -2.2257], [-2.4984, -2.3633, -0.7831], [-0.9534, 0.3297, -1.4452], [-2.1440, 0.3613, -0.1957], [-0.1724, -1.2463, 0.9904], [0.7065, -0.0229, 0.0207], [-1.1914, 1.6274, 1.0768], [-0.7970, 0.5138, 2.3607], [1.9477, 1.1588, 0.8841], [2.3730, -2.9360, 0.8906], [3.3150, -2.9686, 0.8058], [2.1465, -2.0655, 1.2042], [0.8031, 3.9529, -1.4360], [0.4022, 3.1597, -1.7529], [1.6599, 3.7876, -1.0873]],
  "forces_ev_per_angstrom": [[0.87, 0.00, -1.00], [0.59, -0.05, 1.54], [-0.44, 1.99, -0.27], [0.34, -1.89, 0.44], [-0.24, -0.09, -0.33], [0.05, 0.05, -0.25], [-0.12, -0.32, -0.07], [-0.28, 0.87, 0.75], [-0.18, -0.15, -0.23], [-0.54, -0.52, -0.35], [-0.06, 0.04, 0.09], [0.12, -0.95, -0.58], [0.44, 0.39, -0.23], [-0.12, 0.34, 0.18], [-0.40, 0.24, 0.32], [-0.84, -0.53, -0.15], [0.78, 0.10, -0.01], [0.04, 0.46, 0.17], [-0.93, 1.50, -0.22], [-0.01, -0.90, -0.15], [0.91, -0.60, 0.38]],
  "mulliken_charge": [-1.23, -0.29, -0.54, -0.52, -0.22, 0.31, 0.31, 0.34, 0.16, 0.33, 0.32, 0.23, 0.35, 0.34, 0.10, -0.62, 0.31, 0.33, -0.61, 0.31, 0.30]
}


(4)
{
  "formula": "C4H14O2S",
  "method": "ωB97M-V/def2-TZVPD",
  "fmax_ha_per_bohr": 0.025,
  "homo_lumo_gap_ev": 8.81,
  "homo_energy_ev": -8.150,
  "e_above_lowest_ev": 0.5032,
  "species": ["C", "C", "C", "S", "C", "H", "H", "H", "H", "H", "H", "H", "H", "H", "H", "O", "H", "H", "O", "H", "H"],
  "xyz": [[2.1483, -1.4730, 0.4162], [1.3671, -0.1503, 0.4454], [0.1256, -0.2055, -0.4446], [-0.9283, 1.2163, -0.2586], [-1.4013, 1.5410, -1.9578], [1.6160, -2.2845, 0.8903], [3.1416, -1.3200, 0.8379], [2.3394, -1.7550, -0.6198], [1.0588, 0.0232, 1.4842], [2.0220, 0.6889, 0.2013], [0.4381, -0.3804, -1.4694], [-0.3790, -1.1327, -0.1917], [-0.5765, 1.4268, -2.6503], [-1.8107, 2.5535, -2.0049], [-2.1725, 0.8615, -2.3125], [-0.8915, -0.5874, 6.1052], [-1.3827, -0.7568, 6.9225], [-0.2794, -1.3295, 6.0661], [0.4067, -1.0301, -4.1349], [0.6799, -0.2031, -4.5433], [0.0757, -1.5599, -4.8660]],
  "forces_ev_per_angstrom": [[0.31, 0.82, -0.78], [-0.05, -0.21, 0.66], [0.88, -0.93, 0.16], [-0.08, 0.46, 0.08], [-0.52, -0.06, -0.29], [-0.05, -0.18, 0.27], [-0.11, -0.22, 0.37], [-0.11, -0.14, -0.14], [-0.06, 0.10, -0.10], [-0.10, -0.03, -0.25], [-0.03, 0.44, -0.36], [-0.48, -0.08, 0.18], [0.36, 0.23, 0.05], [0.19, -0.10, 0.00], [-0.16, -0.11, 0.13], [-0.12, -0.23, 0.41], [0.06, 0.18, -0.27], [0.06, 0.05, -0.13], [0.00, 0.06, -0.01], [0.03, 0.02, 0.01], [-0.02, -0.06, 0.01]],
  "mulliken_charge": [-1.19, -0.37, -0.34, -0.12, -0.76, 0.34, 0.33, 0.29, 0.31, 0.31, 0.08, 0.33, 0.18, 0.33, 0.27, -0.64, 0.32, 0.32, -0.62, 0.32, 0.30]
}